Version i
Molecular formula: C6H10N2
Method: DFT, the ωB97M-V functional and the def2-TZVPD basis

Structure (XYZ):
```
18
C6H10N2 | OMol25 | the ωB97M-V functional and the def2-TZVPD basis
C 1.5911 0.1857 -0.7503
C 0.2051 -0.1473 -0.2228
C -0.8813 -0.8210 -1.0737
C -1.7597 -0.0542 -0.0150
C -1.3200 -0.7965 1.2611
C 0.0098 -0.8663 1.0986
H 3.1937 1.2165 -0.2682
H 1.8366 2.0071 0.1076
H 1.3179 0.5335 -1.7821
H 2.1662 -0.7525 -0.8079
H -1.0210 -0.3954 -2.0795
H -0.9281 -1.9225 -1.1018
H -2.8298 0.2159 -0.1697
H -0.5363 1.5901 0.6597
H -1.9192 -1.2154 2.0500
H 0.7515 -1.2335 1.8314
N 2.2779 1.1057 0.1296
N -0.7210 1.0306 -0.1620
```

Results
Gap between HOMO and LUMO: 9.771 eV
HOMO: -8.633 eV
M: 110.16 g mol⁻¹
LUMO energy: 1.1 eV


Version ii
Molecular formula: C6H10N2
Method: DFT, the ωB97M-V functional and the def2-TZVPD basis

Structure (XYZ):
```
18
C6H10N2 | OMol25 | the ωB97M-V functional and the def2-TZVPD basis
C -1.0560 -1.5609 -1.3474
C -0.8883 -1.9567 -0.0900
N -0.7460 -2.8216 0.7781
H -1.4265 -0.5805 -1.6000
H -0.9469 -2.2568 -2.1670
H 0.0654 -2.7914 1.3904
C 0.5129 2.3035 -0.8336
C 0.8886 1.0929 -0.4468
C 1.8666 0.8026 0.6457
H 0.8210 3.1880 -0.2911
H -0.1656 2.4628 -1.6518
H 0.5211 0.2082 -0.9919
H 1.9041 1.5963 1.3895
H 2.8692 0.6157 0.2554
H 1.5343 -0.0891 1.1823
C -1.8325 -0.2190 1.1573
N -1.1331 0.6912 1.3501
H -2.7884 -0.6854 1.2710
```

Results
Gap between HOMO and LUMO: 9.109 eV
HOMO: -9.075 eV
M: 110.16 g mol⁻¹
LUMO energy: 0.0 eV
SMILES: C=C=N.C=CC.C#N


Version iii
Molecular formula: C6H10N2
Method: DFT, the ωB97M-V functional and the def2-TZVPD basis

Structure (XYZ):
```
18
C6H10N2 | OMol25 | the ωB97M-V functional and the def2-TZVPD basis
C -1.0709 1.5603 -0.7014
C -1.0327 0.6077 0.4980
C -1.1848 -0.9409 0.4750
C -0.5535 -1.2538 -0.7789
N 0.6742 -0.9280 -0.7840
N 1.1524 -0.4071 0.4644
C 2.1644 0.6210 -0.0325
C -0.0472 -0.1340 1.1209
H -0.8234 2.6881 -0.4588
H -0.7436 1.0670 -1.8106
H -2.2021 1.7247 -0.7977
H -1.7606 1.2117 1.2117
H -2.2132 -1.3893 0.7042
H -1.3617 -1.7317 -1.6108
H 2.7930 0.3350 -1.0917
H 1.4199 1.5295 -0.3520
H 2.6768 1.0876 0.7893
H -0.2234 0.0616 2.1665
```

Results
Gap between HOMO and LUMO: 8.935 eV
HOMO: -8.031 eV
M: 110.16 g mol⁻¹
LUMO energy: 0.9 eV
SMILES: C[C@H]1[C@H]2C=NN(C)[C@@H]12


In eV, relative to the most stable structure: version i 0.000; version ii 1.633; version iii 3.676.


Version i
Molecular formula: C6H10N2
Method: DFT, the ωB97M-V functional and the def2-TZVPD basis

Structure (XYZ):
```
18
C6H10N2 | OMol25 | the ωB97M-V functional and the def2-TZVPD basis
C 0.8072 -1.2634 -0.5444
C 0.9688 0.8272 0.4804
C -1.2200 0.7445 0.1136
C -0.0255 1.3184 -0.7172
C -0.3025 0.1100 1.1890
C -0.4332 -0.9674 0.2651
H 1.4225 -2.2404 -0.1734
H 0.7354 -1.2147 -1.6128
H 2.2951 -0.5104 0.7182
H 1.6305 1.5303 1.0106
H -1.9727 1.4792 0.0672
H 0.2565 0.9716 -1.6898
H 0.2652 2.4996 -1.1132
H -0.6175 -0.2006 2.1312
H -0.9701 -1.8036 0.8332
H -2.4656 -0.8963 0.2662
N 1.6663 -0.0586 -0.1287
N -1.5731 -0.5457 -0.6079
```

Results
Gap between HOMO and LUMO: 9.370 eV
HOMO: -8.706 eV
M: 110.16 g mol⁻¹
LUMO energy: 0.7 eV


Version ii
Molecular formula: C6H10N2
Method: DFT, the ωB97M-V functional and the def2-TZVPD basis

Structure (XYZ):
```
18
C6H10N2 | OMol25 | the ωB97M-V functional and the def2-TZVPD basis
C -1.1416 2.0585 -0.2564
C -0.2861 0.9819 -0.1604
C -0.2505 0.0978 0.9971
C 1.2384 -0.2513 0.9608
N 1.7056 -0.2454 -0.3742
C 0.4007 -0.0975 -1.0310
C -0.4867 -1.2965 -0.8428
N -1.0117 -1.2294 0.5764
H -1.7382 2.3478 0.6912
H -1.7019 2.8098 -1.0946
H -0.5187 0.0801 2.0935
H 1.7054 0.6465 1.3820
H 1.3961 -1.1980 1.6762
H 1.9933 0.8242 -0.1764
H 0.6289 0.1822 -2.1516
H -1.3624 -1.0161 -1.4685
H -0.0226 -2.2932 -0.9419
H -2.0830 -1.0166 0.5713
```

Results
Gap between HOMO and LUMO: 9.849 eV
HOMO: -9.098 eV
M: 110.16 g mol⁻¹
LUMO energy: 0.8 eV
SMILES: C=C1[C@@H]2CN[C@H]1CN2


In eV, relative to the most stable structure: version i 2.231; version ii 0.000.


Version i
Molecular formula: C6H10N2
Method: DFT, the ωB97M-V functional and the def2-TZVPD basis

Structure (XYZ):
```
18
C6H10N2 | OMol25 | the ωB97M-V functional and the def2-TZVPD basis
H -2.2259 1.6994 -1.8645
N -1.8074 1.0741 -1.2090
C -2.4659 0.5484 -0.2899
C -2.0616 -0.7123 0.3715
N -1.0340 -1.4572 0.3370
C 0.1601 -1.1049 -0.3022
C 1.1063 -0.2742 0.0798
C 1.0651 0.4937 1.3438
C 2.3842 -0.1283 -0.7483
H -3.4694 0.8989 0.2690
H -2.8895 -1.1273 0.9664
H 0.4025 -1.8132 -1.1059
H 1.9723 0.6322 1.9229
H 0.4272 -0.1264 2.0246
H 0.7385 1.5001 1.0511
H 3.0704 -0.1240 0.0636
H 2.3087 0.8353 -1.2921
H 2.3184 -0.8144 -1.6179
```

Results
Gap between HOMO and LUMO: 8.002 eV
HOMO: -8.029 eV
M: 110.16 g mol⁻¹
LUMO energy: 0.0 eV
SMILES: [H]/N=C/C=N\C=C(C)C


Version ii
Molecular formula: C6H10N2
Method: DFT, the ωB97M-V functional and the def2-TZVPD basis

Structure (XYZ):
```
18
C6H10N2 | OMol25 | the ωB97M-V functional and the def2-TZVPD basis
H 1.0116 1.1523 2.0326
N 1.3325 0.1889 2.1678
C 0.7610 -0.6211 1.3654
C 1.1590 -2.0648 1.2963
C -0.5911 -0.1472 0.4688
C -0.2869 0.5704 -0.5665
C 0.9140 1.1032 -1.2425
C -1.8212 0.8680 -1.3419
N -2.9706 0.6259 -0.8428
H -3.7346 0.9737 -1.4361
H 2.2137 -2.2036 1.5535
H 0.5598 -2.6467 2.0019
H 0.9952 -2.4717 0.2947
H -1.5233 -0.4957 0.8882
H 1.1339 0.5479 -2.1599
H 1.8191 1.0886 -0.6311
H 0.7506 2.1455 -1.5338
H -1.7226 1.3863 -2.3145
```

Results
Gap between HOMO and LUMO: 9.891 eV
HOMO: -9.021 eV
M: 110.16 g mol⁻¹
LUMO energy: 0.9 eV
SMILES: [H]\N=C(C)/C=C(C)/C=N/[H]


In eV, relative to the most stable structure: version i 0.320; version ii 0.000.


Version i
Molecular formula: C4H6O2
Method: DFT, the ωB97M-V functional and the def2-TZVPD basis

Structure (XYZ):
```
12
C4H6O2 | OMol25 | the ωB97M-V functional and the def2-TZVPD basis
C -1.5466 0.7799 -0.0507
C -0.8816 -0.4390 -0.6585
O 0.0162 -0.2313 -1.6871
C 0.5607 -0.9145 -0.5308
C 1.2237 0.0033 0.2654
O 1.9618 -0.2715 1.3530
H -1.4329 0.7637 1.0387
H -1.1878 1.7451 -0.4370
H -2.6206 0.7135 -0.2526
H 2.0259 -1.2325 1.4648
H 0.7854 -1.9774 -0.5865
H 1.0959 1.0609 0.0815
```

Results
Gap between HOMO and LUMO (spin up / spin down): 7.572 / 8.235 eV
HOMO (spin up / spin down): -7.083 / -7.618 eV
M: 86.09 g mol⁻¹
LUMO energy (spin up / spin down): 0.5 / 0.6 eV


Version ii
Molecular formula: C4H6O2
Method: DFT, the ωB97M-V functional and the def2-TZVPD basis

Structure (XYZ):
```
12
C4H6O2 | OMol25 | the ωB97M-V functional and the def2-TZVPD basis
C 0.6927 0.7474 1.0702
C -0.2680 -0.1711 0.2804
C -0.7733 0.5536 -0.9519
O -0.0371 1.2359 -1.6230
C 0.1362 -1.4417 -0.5049
O -0.5708 -2.4196 -0.5143
H 1.7576 0.5885 0.8794
H 0.4766 1.7899 0.8017
H 0.5150 0.6549 2.1482
H -1.0918 -0.5066 0.9158
H -1.8039 0.3131 -1.2662
H 0.9667 -1.3442 -1.2354
```

Results
Gap between HOMO and LUMO: 10.082 eV
HOMO: -10.018 eV
M: 86.09 g mol⁻¹
LUMO energy: 0.1 eV
SMILES: CC(C=O)C=O


In eV, relative to the most stable structure: version i 3.549; version ii 0.000.